No. 1
50
Properties=species:S:1:pos:R:3 method="wB97M-V/def2-TZVPD" gap_ev="7.783 / 5.759" e_lumo_ev="-6.3 / -9.2" total_charge=+2 multiplicity=5 de_lowest_kj_mol=0.00
Pt 0.5692 0.2382 -1.2630
C -0.4086 -2.9598 -3.0873
N -1.2978 -2.8394 -1.9367
C -1.7891 -3.9016 -1.2136
C -2.6697 -3.3919 -0.3208
N -2.7186 -2.0274 -0.4922
B -3.7856 -1.1115 0.2047
N -3.0874 -0.1111 1.2205
C -2.9449 -0.3160 2.5301
C -2.5249 0.8803 3.1271
N -2.4684 1.7984 2.1648
C -2.0013 3.1737 2.3171
C -2.7687 1.1923 0.9617
S -2.7030 1.9419 -0.5120
C -1.8798 -1.7172 -1.4784
S -1.5920 -0.1118 -2.1351
H 0.2353 -3.8224 -2.9402
H 0.2031 -2.0644 -3.1687
H -0.9910 -3.0857 -3.9981
H -1.4765 -4.9128 -1.4063
H -3.2814 -3.8837 0.4138
H -4.3496 -0.4576 -0.6211
H -4.4850 -1.8262 0.8579
H -3.1785 -1.2592 2.9950
H -2.2737 1.0921 4.1529
H -2.0627 3.4410 3.3676
H -2.6370 3.8351 1.7340
H -0.9676 3.2357 1.9838
I 0.7204 2.9252 -1.9879
C 0.8548 2.4724 -4.0691
I 1.6231 0.5287 -4.3909
H 1.5277 3.1990 -4.5091
H -0.1421 2.5358 -4.4871
C 4.3784 -0.1698 -1.6702
C 3.6897 0.1294 -0.3910
N 2.3842 0.2687 -0.1957
C 2.1911 0.5525 1.1456
C 3.4031 0.5860 1.7627
N 4.3163 0.3176 0.7812
C 3.9086 0.8154 3.1537
O 3.0145 1.0661 4.0852
O 5.0924 0.7546 3.3373
C 0.8179 0.7463 1.6591
O 0.6065 1.0165 2.8388
O -0.1163 0.6234 0.7769
H 3.8214 -0.9184 -2.2300
H 5.3816 -0.5484 -1.4857
H 4.4580 0.7299 -2.2817
H 5.3112 0.2707 0.9710
H 2.0931 1.0694 3.7294

***

No. 2
41
Properties=species:S:1:pos:R:3 method="wB97M-V/def2-TZVPD" gap_ev=11.709 e_lumo_ev=-2.5 total_charge=+1 multiplicity=1 de_lowest_kj_mol=0.00
Ca -0.3874 0.1826 -0.7323
C -2.7770 0.0708 1.3241
C -3.3103 1.0244 0.2554
O -2.2797 1.6125 -0.5483
C -1.7667 2.9267 -0.2911
C -0.7359 3.0077 0.8527
O -0.0067 1.7789 0.9099
C 1.2856 1.7130 1.5268
C 1.6593 0.2479 1.7192
O 1.5227 -0.4519 0.4782
C 1.8245 -1.8557 0.4649
C 1.2493 -2.4801 -0.8042
O -0.1184 -2.1174 -1.0361
C -1.2225 -2.8314 -0.4706
C -1.7512 -2.2421 0.8450
O -1.8152 -0.8149 0.7230
H -3.5854 -0.5141 1.7669
H -2.2650 0.6171 2.1190
H -3.9200 1.8097 0.7087
H -3.9305 0.4655 -0.4457
H -2.5922 3.6083 -0.0755
H -1.3095 3.2207 -1.2348
H -1.2195 3.1619 1.8215
H -0.0566 3.8417 0.6629
H 1.2509 2.1937 2.5078
H 2.0139 2.2262 0.8946
H 1.0065 -0.2201 2.4643
H 2.6934 0.1869 2.0672
H 1.3943 -2.3199 1.3594
H 2.9084 -1.9911 0.4857
H 1.3404 -3.5673 -0.7575
H 1.7807 -2.1241 -1.6869
H -0.9482 -3.8778 -0.3166
H -2.0021 -2.7825 -1.2307
H -1.0951 -2.4893 1.6838
H -2.7471 -2.6405 1.0514
F -0.2725 1.4393 -4.4219
B 0.0409 0.5644 -3.4478
F 0.6978 1.2964 -2.3270
F 0.8674 -0.4768 -3.7700
F -1.1696 0.0105 -2.8452

***

No. 3
17
Properties=species:S:1:pos:R:3 method="wB97M-V/def2-TZVPD" gap_ev=9.134 e_lumo_ev=-4.1 total_charge=+1 multiplicity=1
C -2.7024 -0.8422 -0.9359
C -0.7877 -1.9846 -0.1186
C 0.9725 -0.3268 0.6231
C 2.2891 -0.1548 1.3026
C -0.7967 0.8246 -0.4814
N -1.3287 -0.7418 -0.4276
O 0.6668 -1.5136 0.4670
O -1.0464 -3.1146 -0.0577
O 0.3447 0.7940 0.3507
I -4.1871 0.1518 0.3736
H -2.9304 -0.4581 -1.8642
H -2.8834 -1.9616 -0.9377
H 2.9318 0.1816 0.4338
H 2.6800 -0.9241 1.8588
H 2.1450 0.7270 1.9869
H -0.7227 1.3046 -1.5080
H -1.6134 1.2430 0.1781

***

no.,E_tot (Eh)
1,-2747.9348
2,-1871.2657
3,-772.5544